Here is a structure of composition C34H43KN5O3S at a distorted geometry from OMol25. Energies are from the ωB97M-V functional and the def2-TZVPD basis.

Summary:
Net charge = -1
LUMO = 2.0 eV

Geometry as XYZ:
```
87
Properties=species:S:1:pos:R:3:forces:R:3
K 0.40590 -0.46220 0.54969 -0.020 1.747 -0.762
C 0.27031 1.89548 3.27923 0.095 -0.018 0.095
C 0.68496 0.48726 3.76746 0.024 0.159 -0.040
N 1.77153 -0.03094 2.98070 0.092 -0.192 0.301
C 3.03920 0.64697 3.00735 0.028 -0.001 -0.027
C 3.68584 0.66325 1.60845 -0.041 -0.020 0.081
N 2.73884 0.95096 0.54901 0.317 0.038 -0.292
C 2.38425 2.32265 0.28083 -0.086 0.080 0.189
C 1.47370 2.94739 1.36174 0.123 -0.041 0.001
N 0.42594 2.06996 1.84354 -0.258 0.190 -0.204
H 0.86329 2.65850 3.80002 -0.027 -0.003 0.003
H -0.77109 2.07319 3.56609 0.015 -0.008 0.015
H -0.14224 -0.20913 3.63036 -0.012 -0.006 0.029
H 0.89460 0.55390 4.85295 -0.022 0.008 -0.044
H 1.85515 -1.04304 3.01980 -0.029 -0.002 -0.045
H 3.76318 0.19512 3.70662 -0.034 0.050 -0.045
H 2.88761 1.67112 3.35335 0.003 0.021 0.024
H 4.08094 -0.33575 1.41564 -0.001 -0.006 -0.006
H 4.53899 1.36651 1.61249 -0.016 -0.037 0.006
H 2.97908 0.45508 -0.29852 0.073 0.057 0.037
H 1.84912 2.33860 -0.67266 -0.012 -0.017 -0.035
H 3.26735 2.98272 0.17592 -0.061 0.017 -0.047
H 1.06243 3.88138 0.94854 0.045 -0.021 0.009
H 2.09530 3.24245 2.21069 -0.017 0.014 -0.009
H -0.45137 2.24784 1.37990 0.015 0.168 0.149
O -1.67303 -3.18016 0.65877 -0.069 -0.038 -0.069
C -0.93000 -2.87843 1.60717 -0.094 -0.178 0.396
O -0.72111 -1.70772 2.03385 -0.727 -0.649 1.078
C -0.28289 -3.99347 2.42954 0.031 -0.052 -0.173
C -1.18704 -4.85962 3.03804 -0.054 -0.074 -0.001
C -0.78152 -5.87054 3.89253 -0.076 -0.029 0.022
C 0.57444 -6.04832 4.12581 -0.005 -0.045 0.019
C 1.48855 -5.22001 3.50384 0.031 -0.054 0.023
C 1.09607 -4.17361 2.66129 0.041 0.153 -0.111
S 2.37875 -3.19362 1.94516 0.162 0.064 0.817
H -2.23961 -4.71871 2.82437 -0.030 -0.003 -0.014
H -1.51341 -6.51591 4.36410 -0.011 -0.004 0.004
H 0.92129 -6.83883 4.78080 0.012 -0.024 0.023
H 2.54935 -5.36992 3.66152 0.014 0.012 0.000
C -0.87216 4.40554 -1.41261 0.050 0.019 -0.034
C -1.76350 3.93772 -0.29940 -0.043 -0.027 0.042
C -2.25420 4.81864 0.65644 0.030 0.010 0.009
C -3.05605 4.36821 1.69128 -0.024 0.027 0.039
C -3.37813 3.02250 1.77866 -0.011 0.004 -0.013
C -2.90997 2.10628 0.84503 0.015 0.107 -0.012
C -3.20636 0.64321 0.96114 -0.036 -0.088 -0.008
C -2.10378 2.58582 -0.19626 -0.091 0.092 0.079
N -1.50001 1.66530 -1.06723 -0.067 -0.203 -0.393
C -2.04196 1.30976 -2.15958 0.077 0.173 0.435
C -3.37516 1.80409 -2.65412 0.011 0.054 0.102
C -1.29879 0.31511 -3.01293 0.438 -0.221 0.036
C -1.93313 -0.08488 -4.31981 0.131 -0.065 0.008
N -0.18076 -0.09929 -2.57453 -0.479 0.148 0.018
C 0.59984 -1.03381 -3.28209 0.055 -0.169 -0.181
C 0.28143 -2.39756 -3.25684 0.059 0.080 -0.060
C -0.91251 -2.91500 -2.51250 0.083 -0.026 0.087
C 1.14828 -3.27084 -3.90337 -0.035 -0.005 0.031
C 2.28676 -2.81743 -4.54707 0.064 -0.036 -0.040
C 2.58596 -1.46557 -4.54789 0.030 -0.004 -0.020
C 1.75397 -0.55763 -3.90884 -0.053 -0.078 0.008
C 2.07720 0.90709 -3.87036 -0.011 0.046 -0.010
H -0.44289 5.37975 -1.17973 -0.009 0.011 -0.012
H -1.42282 4.49804 -2.35245 0.000 -0.017 -0.035
H -0.06101 3.69579 -1.58465 0.016 0.010 -0.001
H -1.98662 5.86684 0.59193 0.003 0.016 -0.002
H -3.42081 5.06241 2.43685 -0.007 0.011 0.013
H -3.99613 2.66492 2.59300 -0.013 -0.010 0.020
H -3.96141 0.46242 1.72453 0.006 -0.013 0.019
H -2.31926 0.06481 1.23357 0.007 -0.098 0.049
H -3.56588 0.22393 0.02069 -0.028 -0.020 -0.012
H -3.80447 2.52025 -1.95537 0.012 -0.022 -0.020
H -4.06744 0.96978 -2.77126 -0.026 -0.030 0.000
H -3.27417 2.27742 -3.63121 0.003 0.018 -0.025
H -2.89994 -0.55984 -4.14908 -0.020 -0.020 0.008
H -1.29184 -0.78160 -4.85577 -0.011 0.008 0.014
H -2.10741 0.79137 -4.94654 0.003 0.014 -0.009
H -1.84398 -2.48547 -2.88028 -0.107 0.065 -0.027
H -0.85233 -2.71026 -1.43880 -0.060 -0.024 -0.055
H -0.98027 -3.99703 -2.61635 -0.006 0.006 0.012
H 0.93041 -4.33126 -3.87187 -0.005 -0.010 -0.001
H 2.95149 -3.52119 -5.03173 0.006 -0.004 -0.003
H 3.48514 -1.10506 -5.03419 0.010 0.003 -0.008
H 3.05448 1.09844 -4.31142 0.021 0.010 -0.006
H 2.07710 1.27391 -2.84279 0.002 0.029 0.050
H 1.33700 1.49963 -4.41348 -0.014 0.024 -0.014
O 1.75832 -2.06791 -0.58011 0.840 -0.325 -0.587
C 1.42510 -3.03772 -0.01660 -0.239 -0.723 -0.885
```
Forces are in eV/Å.